Entry 1:
This record from OMol25 describes the molecule C32H46O12. The level of theory is the ωB97M-V functional and the def2-TZVPD basis.

XYZ file:
```
90
Properties=species:S:1:pos:R:3:lowdin_charge:R:1
O 1.8963 0.7460 -1.8399 0.108
O 0.8531 2.5494 -0.9747 0.029
O -4.9756 0.3696 -3.4612 0.037
O -3.9408 -0.9817 -0.4429 0.119
O -0.9232 -0.5424 -2.9683 0.008
O -3.5511 1.5973 -1.6908 0.056
O 1.4013 -0.0296 1.2360 0.059
O -0.3044 -0.1383 -5.0859 0.125
O 0.1977 -1.9075 0.9101 0.150
O -0.2570 0.9732 4.8569 0.108
O -5.9371 -1.3103 -1.4145 0.158
O -1.0004 1.8566 2.9262 0.030
C -0.7737 0.6288 2.2385 -0.162
C -1.5695 4.2664 3.8805 -0.032
C -2.6633 -0.4892 -0.8519 -0.113
C -4.0930 -0.4629 -2.7405 -0.381
C -3.1798 -0.2643 2.3584 0.011
C -3.6417 -1.6464 -3.5975 0.047
C 1.9166 1.8552 -1.3704 -0.522
C 2.5666 -1.3917 -5.2989 -0.099
C 2.0512 -1.8003 -3.9257 -0.234
C 0.5424 -2.0933 -3.9380 -0.086
C 0.2727 0.8288 1.1248 -0.137
C 2.6038 -2.0256 1.1029 -0.086
C 3.8038 -4.2694 1.0289 -0.228
C 4.8759 -3.9479 2.0684 -0.276
C -4.7850 -0.9830 -1.4648 -0.409
C -0.8981 1.8561 -2.4900 0.003
C -0.7130 1.9060 4.2401 -0.438
C -1.0278 3.2337 4.8191 -0.193
C 3.1765 2.6492 -1.1363 0.042
C -0.7965 3.3850 6.1269 -0.075
C 6.1292 -4.7893 1.8585 -0.118
C -2.9705 0.3826 -2.0904 -0.303
C -0.4890 1.9895 -1.0040 -0.357
C -1.3347 3.0451 -0.2938 0.032
C -2.0201 0.1597 1.5311 -0.131
C -1.8477 0.1630 0.2125 -0.054
C 1.2518 -1.3544 1.0748 -0.462
C -0.2476 -0.8218 -4.0991 -0.476
C -1.0115 4.5905 6.9673 -0.074
C 2.4856 -3.5375 1.2731 -0.199
C -1.7177 0.6404 -2.9461 -0.177
C -0.4857 0.6621 -0.2096 -0.100
H 4.1792 -4.0192 0.0338 0.113
H -2.9377 -2.2783 -3.0644 0.098
H 0.2477 -2.5659 -3.0012 0.119
H -0.0663 4.8901 7.4194 0.082
H -4.5164 -2.2375 -3.8634 0.103
H 3.1952 -1.5700 1.8967 0.125
H 2.4442 -2.2047 -6.0121 0.075
H 0.0153 -0.0917 -0.8220 0.142
H 3.6221 -1.1363 -5.2453 0.070
H -3.4209 0.5191 3.0767 0.089
H 0.0113 1.8323 -3.0950 0.132
H -4.0475 -0.4742 1.7452 0.075
H 3.9025 2.4229 -1.9117 0.089
H -2.0688 -1.3540 -1.1842 0.175
H 3.5910 2.3472 -0.1760 0.094
H 0.3091 -2.7543 -4.7751 0.130
H 5.8968 -5.8488 1.9414 0.070
H 5.1430 -2.8915 2.0097 0.101
H 6.8844 -4.5451 2.6020 0.067
H -2.4285 3.8686 3.3441 0.087
H -1.8688 5.1657 4.4087 0.067
H 2.9556 3.7113 -1.1099 0.087
H -3.1789 -1.2820 -4.5117 0.099
H 2.0188 -0.5289 -5.6671 0.064
H -0.4003 2.5240 6.6520 0.117
H 3.0871 -1.7889 0.1505 0.136
H -2.3841 2.7978 -0.3987 0.084
H 3.6115 -5.3445 1.0474 0.112
H -4.2247 1.8189 -2.3564 0.123
H -2.0329 0.8524 -3.9790 0.166
H -0.8143 4.5298 3.1412 0.088
H -5.8693 0.0156 -3.3439 0.121
H -2.9151 -1.1605 2.9193 0.099
H 2.2500 -1.0092 -3.2028 0.082
H -0.4313 -0.1124 2.9731 0.164
H -1.0870 3.0883 0.7618 0.079
H 0.7113 1.8258 1.2227 0.168
H 2.1246 -3.7582 2.2793 0.122
H -1.4538 2.7524 -2.7666 0.135
H 2.5693 -2.7025 -3.5933 0.108
H 4.4761 -4.1369 3.0671 0.111
H 6.5488 -4.6084 0.8712 0.071
H -1.1427 4.0172 -0.7408 0.101
H -1.6960 4.3494 7.7803 0.082
H -1.4124 5.4290 6.4065 0.062
H 1.7339 -3.9013 0.5703 0.112
```

Its total charge is 0. As for the LUMO energy: 0.02237 hartree. As for the spin multiplicity: 1. The maximum force comes out at 0.018 Eh/bohr. The calculation puts the energy above the lowest of the compared OMol25 structures with the same formula, charge and spin at 5.38 kcal per mole. Its SMILES is C/C=C(\C)C(=O)O[C@H]1C(C)=C2[C@H]3OC(=O)[C@@](C)(O)[C@]3(O)[C@H](OC(=O)CCC)C[C@](C)(OC(C)=O)[C@H]2[C@@H]1OC(=O)CCCCC. The calculation puts the HOMO energy at -9.09 eV.

***

Entry 2:
This record from OMol25 describes a 2-piece molecular cluster, C5H12NO overall at a distorted geometry. The level of theory is the ωB97M-V functional and the def2-TZVPD basis.

XYZ file:
```
19
Properties=species:S:1:pos:R:3:lowdin_charge:R:1
O -1.6460 0.0514 -3.2952 -0.054
N -1.0834 -0.2390 1.0407 0.069
C -1.7534 -0.6076 0.0041 0.203
C 0.3793 0.7893 2.5419 0.159
C 2.0674 -0.6078 -0.1562 -0.064
C 1.1659 0.5795 0.1542 -0.217
C 0.1826 0.4733 1.2517 -0.273
H -1.2209 -0.7732 -0.9316 0.103
H -1.2847 0.2661 -4.1506 0.041
H 2.7850 -0.3855 -0.9393 0.086
H -2.5992 0.0041 -3.4019 0.043
H -1.2289 -0.8440 1.8552 0.180
H -2.8056 -0.8695 -0.0002 0.129
H 1.4957 -1.5141 -0.3294 0.076
H 2.6966 -0.7370 0.7304 0.086
H 0.5902 0.8256 -0.7640 0.119
H 1.6931 1.5235 0.3146 0.130
H 1.0437 1.5505 2.9126 0.098
H -0.4774 0.5142 3.1628 0.087
```

Its total charge is +1. As for the LUMO energy: -0.20778 hartree. As for the spin multiplicity: 1. The maximum force comes out at 0.055 Eh/bohr. The calculation puts the energy above the lowest of the compared OMol25 structures with the same formula, charge and spin at 55.36 kcal per mole. The calculation puts the HOMO energy at -14.45 eV.

***

Entry 3:
This record from OMol25 describes a 10-piece molecular cluster, C30H81F7N3O26P6 overall at a distorted geometry. The level of theory is the ωB97M-V functional and the def2-TZVPD basis.

XYZ file:
```
153
Properties=species:S:1:pos:R:3:lowdin_charge:R:1
P -3.0027 3.3702 -3.0293 0.401
P -2.9784 -0.5126 -5.3057 0.440
P 4.2044 3.2852 -1.7906 0.434
P -4.6440 -4.1430 4.1151 0.366
P 0.2104 -0.9210 0.1694 0.203
P -0.0215 0.0216 6.5591 0.377
F 0.2014 -1.8644 1.5057 -0.184
F -0.6651 0.2380 0.9495 -0.173
F 0.0739 -0.1167 -1.2087 -0.147
F -1.2162 -4.4685 -1.9119 0.075
F 1.0341 -2.0706 -0.5950 -0.144
F -1.2129 -1.6531 -0.1498 -0.182
F 1.5990 -0.1764 0.5518 -0.142
O 4.6350 3.9097 -0.3761 -0.236
O 0.2209 0.8683 5.2088 -0.211
O 5.3676 -2.4672 4.8307 -0.189
O 0.3569 0.6787 7.8152 -0.236
O -4.7505 -4.3613 5.5596 -0.227
O -5.5269 -2.9687 3.4942 -0.201
O -3.9298 4.2577 -2.0513 -0.237
O -3.5085 1.9014 -2.7425 -0.217
O 1.1531 -5.4586 0.0679 0.097
O -2.3669 -1.7788 -6.0941 -0.217
O -3.6700 -1.2992 -4.0825 -0.213
O 2.1723 3.0686 1.4507 -0.207
O -1.9966 0.5050 -4.8695 -0.215
O -4.9697 -5.4302 3.2317 -0.225
O -3.7448 3.6505 -4.4340 -0.223
O 2.7845 3.4274 -2.1480 -0.184
O 0.7425 -1.3375 6.2699 -0.210
O 0.5011 -5.9523 -1.9487 0.138
O -1.5606 3.5491 -2.9223 -0.184
O -3.1464 -3.7506 3.6757 -0.211
O 2.3187 2.9121 -4.6275 -0.188
O -1.5574 -0.3776 6.4738 -0.212
O 4.7614 1.7807 -1.7326 -0.210
O 5.2291 3.8923 -2.8820 -0.209
O -4.1933 -0.0363 -6.1937 -0.187
O 2.6881 -5.9841 -1.5110 0.167
N 0.2678 1.3647 -3.5258 0.059
N 2.3594 -3.3442 2.7923 0.052
N 0.4642 2.9136 -0.7477 0.063
C 4.4416 0.9337 -0.6244 -0.094
C -5.1194 3.9574 -4.4904 -0.129
C 4.4554 5.2961 -0.1120 -0.102
C 0.7936 3.4390 1.6022 -0.177
C -4.4896 1.3053 -6.5443 -0.094
C 4.0336 -1.5868 2.4013 -0.056
C 3.7648 -2.9375 3.0718 -0.403
C 2.2617 1.5234 -4.9386 -0.213
C 5.7301 -2.5650 6.1784 -0.125
C -2.7646 -3.6045 2.2912 -0.061
C 3.1499 3.5516 -5.5672 -0.143
C 1.5042 0.6854 -3.9351 -0.414
C -0.7019 -5.5810 -1.3283 -0.292
C 4.0589 -2.9131 4.5672 -0.214
C -0.2920 0.3193 3.9828 -0.102
C -2.9208 -2.2288 -3.3015 -0.111
C -3.8061 5.6685 -2.0149 -0.128
C -1.4629 -1.6002 -7.1699 -0.111
C -3.0633 1.1825 -1.6040 -0.072
C -2.5425 0.5954 6.7185 -0.118
C -4.5008 -6.6919 3.6805 -0.106
C 1.2490 -0.7541 -4.4441 -0.043
C 1.5701 -5.7808 -1.1417 -0.566
C -6.9427 -3.1310 3.5039 -0.103
C -1.1554 4.3503 0.2554 -0.066
C 0.3177 3.9844 0.2315 -0.398
C 6.6083 3.8982 -2.5842 -0.128
C 1.2248 -2.2407 7.2489 -0.095
C -0.2445 -5.2322 0.0813 -0.059
C 2.7797 2.8855 2.6955 -0.131
H 0.7018 4.1959 2.3926 0.119
H -3.6393 -3.6853 1.6466 0.089
H 3.2661 -2.3114 5.0349 0.115
H 6.8035 4.1165 -1.5294 0.078
H 3.3021 -0.8123 2.6368 0.072
H -0.1171 2.1562 -0.3805 0.035
H -0.4198 1.1940 -4.2574 0.022
H -3.2910 0.1534 7.3769 0.090
H -3.1194 -1.9979 -2.2557 0.076
H -3.1350 6.0649 -2.7797 0.097
H 2.1238 0.6670 -3.0309 0.122
H -1.4301 -6.3926 -1.3155 0.165
H 5.5533 -3.5715 6.5827 0.082
H 4.1954 -1.7572 1.3385 0.078
H 3.9909 -3.9097 5.0223 0.121
H 1.3252 2.4363 -0.4733 0.047
H -5.6592 3.2872 -3.8149 0.096
H 2.1512 -1.2566 -4.0777 0.074
H -2.8775 0.1484 -1.8880 0.064
H 7.1061 2.9448 -2.7696 0.087
H -7.2167 -4.1059 3.9168 0.081
H 5.3715 0.6625 -0.1271 0.088
H -3.5337 6.0251 -1.0243 0.082
H 3.8569 5.7835 -0.8862 0.090
H -5.2466 1.6242 -5.8301 0.078
H 5.3925 5.8521 -0.0876 0.081
H -0.6245 -0.7192 4.0559 0.083
H 2.3153 -2.2101 7.2809 0.072
H -0.5356 -2.1258 -6.9213 0.081
H 3.7190 1.4132 0.0400 0.065
H -1.5258 4.7344 -0.6912 0.046
H -4.7722 1.4408 -7.5866 0.090
H -3.8481 -6.6271 4.5546 0.087
H -2.1278 1.5331 -1.1683 0.069
H -7.3373 -3.1930 2.4883 0.090
H 0.9400 4.8475 -0.0211 0.136
H 6.7997 -2.4101 6.3077 0.084
H 0.4535 -1.2388 -3.8799 0.058
H -1.7722 -2.1640 -8.0521 0.083
H 1.7278 1.4779 -5.9019 0.120
H 1.0318 -0.7513 -5.5109 0.057
H -1.7366 3.4477 0.4780 0.078
H 1.8096 -2.4962 2.7020 0.031
H -3.6484 1.9919 -6.4178 0.083
H -0.7650 -5.7767 0.8702 0.125
H 2.4046 -3.6665 1.8294 0.055
H 0.4877 0.2865 3.2269 0.067
H 2.7679 3.8015 3.3014 0.084
H -7.4361 -2.3427 4.0657 0.090
H -5.3149 -7.3501 3.9782 0.089
H 0.8950 -3.2643 7.0971 0.093
H -4.7551 6.1511 -2.2694 0.076
H 0.1998 2.5758 1.9081 0.110
H 3.8881 5.4343 0.8058 0.083
H -3.8756 1.2146 -0.8742 0.097
H -5.3683 4.9613 -4.1368 0.074
H -2.2227 -2.6684 2.1946 0.082
H 3.4101 4.5830 -5.3415 0.082
H 4.1020 3.0040 -5.6116 0.073
H -1.1762 0.8991 3.7235 0.092
H 3.8368 2.6505 2.5479 0.085
H -3.0090 1.0075 5.8217 0.088
H 0.9515 -1.8911 8.2474 0.084
H 7.1271 4.6883 -3.1269 0.085
H -0.0668 0.8123 -2.7323 0.033
H -1.2133 -0.5584 -7.3627 0.090
H 4.3647 -3.7065 2.5818 0.136
H -1.4810 5.0155 1.0638 0.074
H -2.1072 -4.4355 2.0402 0.067
H 3.2669 1.1048 -5.0788 0.123
H 3.9126 0.0038 -0.8462 0.081
H -1.8318 -2.2231 -3.3765 0.081
H 2.3904 2.0990 3.3524 0.079
H 2.7957 3.4935 -6.6053 0.076
H 4.9482 -1.1337 2.8022 0.070
H -3.2390 -3.2394 -3.5558 0.086
H -2.1762 1.4720 7.2624 0.086
H -3.8662 -7.1255 2.9075 0.087
H -5.4519 3.8609 -5.5221 0.083
H -0.4633 -4.1943 0.3298 0.111
H 5.1274 -1.8556 6.7551 0.086
```

Its total charge is -1. As for the LUMO energy: 0.07158 hartree. As for the spin multiplicity: 1. The maximum force comes out at 0.039 Eh/bohr. The calculation puts the HOMO energy at -4.70 eV.

***

| no. | frontier orbital gap (eV) |
| --- | --- |
| 1 | 9.696 |
| 2 | 8.791 |
| 3 | 6.644 |